# 1
CH2O3PS | ωB97M-V with the def2-TZVPD basis set

Structure (XYZ):
```
8
Properties=species:S:1:pos:R:3:forces:R:3:mulliken_charge:R:1
C 0.562 1.345 0.268 0.392 0.062 2.092 0.567
O 1.000 0.783 -0.851 -0.008 0.417 0.053 -0.435
O 1.159 2.044 1.093 -0.596 -1.054 -2.149 -0.560
O -1.501 0.212 -0.725 -0.550 -0.253 -0.592 -0.476
P -1.206 0.720 0.634 0.107 0.001 0.415 0.340
S -0.325 -3.260 0.628 -0.355 -0.284 0.445 -0.708
H 0.197 0.275 -1.193 0.663 0.448 0.139 0.449
H 0.114 -2.119 0.146 0.348 0.663 -0.403 -0.177
```
Positions in Å, forces in eV/Å.

HOMO-LUMO gap (alpha / beta) ... 4.58 / 4.58 eV
Relative energy (zero: lowest compared OMol25 entry of this formula, charge and spin) ... 2.367 eV
DFT total energy ... -1004.60148 hartree
Total charge ... -1

***

# 2
CH2O3PS2 | ωB97M-V with the def2-TZVPD basis set

Structure (XYZ):
```
9
Properties=species:S:1:pos:R:3:forces:R:3:mulliken_charge:R:1
C -0.283 -0.371 0.101 3.785 -2.633 -0.526 -0.314
O -3.001 -0.373 -1.296 0.267 -1.492 -2.165 -0.514
O -2.963 1.564 0.070 0.889 1.330 0.303 -0.557
O -3.271 -0.564 1.100 0.478 -1.250 1.194 -0.521
P 0.888 0.838 -0.037 1.061 0.491 -0.555 -0.229
S -0.265 -1.996 0.007 0.063 -0.624 0.203 -0.291
S -2.770 0.152 -0.015 -3.907 2.016 0.447 1.024
H -1.314 -0.063 -0.002 -1.348 1.443 0.277 0.420
H 2.010 -0.052 -0.547 -1.289 0.719 0.822 -0.017
```
Positions in Å, forces in eV/Å.

HOMO-LUMO gap ... 6.60 eV
Relative energy (zero: lowest compared OMol25 entry of this formula, charge and spin) ... 2.455 eV
DFT total energy ... -1402.70000 hartree
Total charge ... -1

***

# 3
CH2O3S | ωB97M-V with the def2-TZVPD basis set

Structure (XYZ):
```
7
Properties=species:S:1:pos:R:3:forces:R:3:mulliken_charge:R:1
C 0.491 0.433 -0.293 -0.811 -0.474 -0.307 0.108
O -0.330 1.125 0.583 -0.130 0.115 0.382 -0.322
O -1.779 -1.047 0.207 0.445 -0.253 0.216 -0.509
O 1.234 -0.595 0.167 -0.003 -0.099 0.248 -0.450
S -1.339 0.188 -0.418 0.400 0.681 -0.383 0.456
H 1.020 1.031 -1.024 0.072 -0.037 -0.039 0.389
H 0.704 -1.135 0.778 0.029 0.067 -0.117 0.329
```
Positions in Å, forces in eV/Å.

HOMO-LUMO gap ... 10.30 eV
Relative energy (zero: lowest compared OMol25 entry of this formula, charge and spin) ... 0.520 eV
DFT total energy ... -663.15378 hartree
Total charge ... 0

***

# 4
CH2O3S | ωB97M-V with the def2-TZVPD basis set

Structure (XYZ):
```
7
Properties=species:S:1:pos:R:3:forces:R:3:mulliken_charge:R:1
C -0.509 0.522 -0.040 -0.556 -1.735 7.039 0.210
O -2.517 1.836 1.052 0.138 0.586 -0.706 -0.494
O -1.446 0.557 -0.973 -0.048 -0.260 -2.204 -0.335
O 0.849 0.581 -0.133 -0.599 -0.635 -2.421 -0.404
S -1.527 2.004 -0.017 -0.687 -0.685 1.360 0.461
H -0.843 -0.291 1.072 0.993 2.583 -3.454 0.236
H 0.986 0.443 -1.093 0.759 0.146 0.387 0.327
```
Positions in Å, forces in eV/Å.

HOMO-LUMO gap ... 10.02 eV
Relative energy (zero: lowest compared OMol25 entry of this formula, charge and spin) ... 2.013 eV
DFT total energy ... -663.09891 hartree
Total charge ... 0